[1]
The following is a quantum chemistry calculation of a molecular structure, C14H15Cl3F5N4OsS in a non-equilibrium geometry, from the Open Molecules 2025 dataset.

Output
* relative energy (zero: lowest compared OMol25 entry of this formula, charge and spin): 155.3 kJ/mol

```
! wB97M-V def2-TZVPD RIJCOSX def2/J DEFGRID3
* xyz 3 1
Os 0.3055 -0.3484 -0.2850
C 1.4000 -1.2686 2.3786
C 0.3382 -2.2224 1.8516
N -0.7618 -1.4411 1.1937
C -1.6162 -0.6711 2.1352
C -1.8556 0.6772 1.5130
N -0.5641 1.2284 1.0193
C 0.3741 1.6201 2.1277
C 1.7558 1.1912 1.7676
N 1.7220 -0.2266 1.3384
H 1.0867 -0.7705 3.2940
H 2.2888 -1.8482 2.6214
H 0.7685 -2.8808 1.0941
H -0.0465 -2.8556 2.6523
H -1.3667 -2.1227 0.7330
H -2.5640 -1.1762 2.3136
H -1.1158 -0.5974 3.0982
H -2.5289 0.5950 0.6604
H -2.3176 1.3467 2.2415
H -0.7399 2.0255 0.4098
H 0.3732 2.7000 2.2774
H 0.0269 1.1755 3.0572
H 2.0892 1.7723 0.9067
H 2.4627 1.3653 2.5807
H 2.6519 -0.4286 0.9772
F -3.4953 2.2018 -5.9959
C -2.9691 1.4673 -5.0755
C -2.2286 2.0597 -4.0290
F -2.0757 3.3560 -3.9768
C -1.6693 1.2618 -3.0593
F -0.9740 1.8710 -2.0799
C -1.8058 -0.1455 -3.0531
S -1.1915 -1.2251 -1.8785
C -2.5649 -0.7100 -4.1224
F -2.7333 -2.0046 -4.1796
C -3.1319 0.0721 -5.1100
F -3.8156 -0.4829 -6.0710
Cl 3.9919 1.9630 -3.7474
C 3.7957 0.2931 -3.2851
Cl 3.4271 -0.7365 -4.6528
Cl 5.1691 -0.3050 -2.3628
C 2.6392 0.2088 -2.3621
N 1.7502 0.1295 -1.6390
*
```

***

[2]
The following is a quantum chemistry calculation of 5 unconnected molecules or ions with the total composition C6H22O8, from the Open Molecules 2025 dataset.

Output
* SMILES string: OCCO.OCCO.OCCO.O.O
* relative energy (zero: lowest compared OMol25 entry of this formula, charge and spin): 0.0 kJ/mol

```
! wB97M-V def2-TZVPD RIJCOSX def2/J DEFGRID3
* xyz 0 1
C -2.5543 0.8652 -2.2666
C -1.7475 0.7381 -3.5274
O -0.5138 0.0843 -3.2161
O -1.8544 1.6814 -1.3514
H -2.7396 -0.1409 -1.8706
H -3.5156 1.3190 -2.5406
H -1.5576 1.7419 -3.9217
H -2.3520 0.1668 -4.2393
H 0.0183 0.0283 -4.0126
H -2.1825 1.4992 -0.4578
C 2.9691 1.7383 -1.4452
C 3.2916 0.2650 -1.3695
O 2.9252 -0.3358 -0.1215
O 3.7890 2.5388 -0.6240
H 1.8981 1.8659 -1.2438
H 3.1337 2.0770 -2.4694
H 4.3575 0.0896 -1.5390
H 2.7383 -0.2766 -2.1384
H 3.0621 0.2618 0.6209
H 3.5173 2.4776 0.2962
C -1.0825 -2.0107 4.2211
C -0.6349 -2.2044 2.8000
O -0.6639 -0.9857 2.1095
O -0.1929 -1.2714 5.0314
H -1.2951 -3.0073 4.6316
H -2.0222 -1.4544 4.2290
H -1.3324 -2.9446 2.3789
H 0.3760 -2.6361 2.8021
H -0.4197 -1.1181 1.1714
H 0.6196 -1.7716 5.1505
O -2.5433 1.0218 1.3464
H -2.0821 0.1787 1.4875
H -2.4970 1.4501 2.2051
O 0.1645 -0.8702 -0.4563
H 1.1006 -0.6173 -0.4142
H -0.1778 -0.4436 -1.2563
*
```

***

[3]
The following is a quantum chemistry calculation of 4 unconnected molecules or ions with the total composition C2H13N9 in a non-equilibrium geometry, from the Open Molecules 2025 dataset.

Output
* relative energy (zero: lowest compared OMol25 entry of this formula, charge and spin): 577.3 kJ/mol

```
! wB97M-V def2-TZVPD RIJCOSX def2/J DEFGRID3
* xyz 2 1
C 3.0150 3.2583 0.7371
C -7.8734 -6.0886 0.3414
N -7.9620 -6.0214 -0.8108
N 1.8710 2.4646 0.4983
N 4.1669 2.7910 0.1681
N 2.9682 4.3747 1.4632
N -8.1926 -5.9596 1.5925
N 4.1268 0.5589 -1.3414
N 2.4717 -0.6903 -2.0404
N 0.6908 2.9069 0.8719
N 2.9054 0.4135 -1.6267
H -7.9688 -6.0127 -1.7680
H 4.2917 1.8739 -0.5177
H 5.1446 3.1639 0.4398
H 2.1351 4.3399 2.0868
H 3.6714 5.0481 1.4721
H -7.7448 -6.2846 2.4868
H -9.1732 -5.5024 1.7328
H 1.9210 1.7751 -0.3128
H 4.7333 -0.1765 -1.6290
H 2.9299 -1.6166 -2.3671
H 1.4800 -0.8090 -1.9091
H 0.3770 4.0398 -0.3854
H 0.0148 2.1533 0.8176
*
```

***

[4]
The following is a quantum chemistry calculation of a single C5H10O molecule in a non-equilibrium geometry, from the Open Molecules 2025 dataset.

Output
* relative energy (zero: lowest compared OMol25 entry of this formula, charge and spin): 340.6 kJ/mol

```
! wB97M-V def2-TZVPD RIJCOSX def2/J DEFGRID3
* xyz 0 1
C -0.5294 -1.6062 1.6035
C -0.4889 -1.7375 0.1352
O -0.4913 -0.6926 -0.6269
C -0.6568 0.5816 -0.2919
C 1.7222 1.1409 -0.6357
C 0.2797 1.4426 -1.0851
H -0.1472 -2.5166 2.0723
H -1.5332 -1.4093 2.0086
H 0.1004 -0.7512 1.9142
H 1.8366 0.0605 -0.4799
H -0.3840 -2.6651 -0.4099
H -0.8024 0.7804 0.7703
H 1.9437 1.6306 0.3199
H 2.4780 1.4462 -1.3664
H 0.0423 2.5040 -0.9528
H 0.1677 1.2192 -2.1536
*
```

***

> Which value of relative energy (zero: lowest compared OMol25 entry of this formula, charge and spin) does entry 3 give?

577.3 kJ/mol